# C38H31Cl2FN5O8S6SbZr

C38H31Cl2FN5O8S6SbZr as an isolated structure in a non-equilibrium geometry (ωB97M-V/def2-TZVPD, the Open Molecules 2025 dataset).

Computed properties:
charge: -2
E_tot: -164340.39534 eV
E_HOMO: -0.58 eV

```
93
Properties=species:S:1:pos:R:3:forces:R:3
Zr 0.632797 -0.237743 -0.767510 0.3 -0.8 -3.5
C -1.972638 -0.394477 6.037626 0.0 -0.1 -0.2
C -2.121618 -1.813143 5.481049 0.0 0.1 0.4
C -1.430517 -2.798491 6.417372 0.0 -0.1 -0.2
C -1.409136 -4.193740 5.808740 0.1 0.1 0.0
C -0.658841 -4.132052 4.508390 0.2 -0.4 0.2
C 0.156056 -5.170484 4.093057 -0.3 0.3 0.1
C 0.822490 -5.075087 2.882228 0.1 0.1 -0.2
F 1.621876 -6.095633 2.521141 0.0 -0.1 0.0
C 0.685996 -3.992591 2.056993 0.0 0.0 0.0
C -0.130187 -2.932641 2.467143 0.0 -0.4 0.4
C -0.317921 -1.807285 1.582397 -0.1 0.1 -0.3
O 0.288204 -1.788752 0.486486 -0.3 -1.3 2.5
C -1.269683 -0.828889 2.002835 0.0 0.0 -0.1
C -1.831565 -0.928075 3.235020 0.2 -0.3 0.1
N -1.558102 -1.910244 4.124341 -0.2 0.2 -0.3
C -0.778859 -2.988856 3.713967 0.2 0.1 -0.3
C -1.752831 0.293486 1.129496 -0.3 0.2 -0.1
O -2.707569 0.967146 1.481245 0.0 0.0 0.2
O -1.136144 0.442877 0.006041 -0.9 0.2 1.4
H -2.163840 -0.403842 7.110971 0.0 0.0 0.0
H -2.665470 0.307800 5.578766 0.0 0.0 0.0
H -0.957323 -0.035262 5.864469 0.0 0.0 0.0
H -3.187061 -2.068729 5.433344 0.0 0.0 -0.1
H -1.954150 -2.792658 7.374063 0.0 0.1 0.0
H -0.402115 -2.465977 6.585724 0.0 0.0 0.1
H -2.435597 -4.533685 5.635966 0.0 0.0 0.0
H -0.933647 -4.907510 6.482393 0.0 0.0 0.0
H 0.270265 -6.057162 4.702786 0.0 0.0 0.0
H 1.180391 -3.935802 1.095222 0.0 0.0 0.0
H -2.549787 -0.176444 3.526800 0.0 0.1 0.0
N 5.866687 5.034772 1.295786 0.0 0.0 0.1
C 5.214925 3.797738 1.261370 -0.1 -0.1 0.1
C 5.899429 2.649876 0.859481 0.0 0.0 0.0
C 5.257027 1.425523 0.836920 -0.1 0.0 0.2
C 3.925058 1.340675 1.219637 -0.2 -0.2 -0.1
C 3.252576 2.462171 1.678352 -0.1 0.0 0.0
C 3.895096 3.685910 1.698255 0.1 0.1 0.0
S 3.044733 -0.191860 1.044189 1.1 0.0 0.1
O 1.707365 0.004414 1.588906 0.0 0.1 0.1
O 3.831490 -1.219208 1.673453 0.1 0.1 -0.1
N 2.781167 -0.490933 -0.512825 0.8 0.4 1.0
C 3.285425 0.132094 -1.608050 0.8 0.3 -0.8
N 4.584444 0.393278 -1.766275 0.0 -0.3 0.2
C 4.968435 0.850691 -2.951774 -0.1 0.0 0.1
C 4.088197 1.071317 -3.992515 0.1 0.0 0.0
C 2.747159 0.863247 -3.704281 -0.4 0.0 -0.1
N 2.337707 0.411671 -2.538323 0.7 0.2 1.0
H 6.636787 5.113753 0.652673 0.0 0.1 -0.1
H 5.246066 5.826535 1.258431 0.0 0.0 -0.1
H 6.934642 2.727879 0.545221 0.0 0.0 0.0
H 5.766379 0.530139 0.521359 0.1 0.0 -0.1
H 2.222312 2.369812 1.998049 0.0 0.1 -0.1
H 3.363720 4.570158 2.031513 0.0 0.0 0.0
H 6.033540 1.041877 -3.051823 0.0 0.0 -0.1
H 4.414269 1.414589 -4.962945 0.0 0.0 0.0
H 1.969596 1.074561 -4.431753 0.0 0.0 0.0
S -2.981804 -5.177781 -3.115666 0.2 0.0 0.2
Sb -0.977324 -4.075255 -3.651874 -1.1 -1.1 -1.0
S 1.104670 -2.120603 -2.414633 0.6 0.1 0.4
S -0.840932 -2.248904 -1.816704 -0.9 -0.6 0.1
S -1.603189 -2.958671 -5.604133 0.2 0.3 -0.1
O -0.454444 0.523903 -2.438783 -0.3 1.0 -0.5
S -1.754156 1.293144 -2.241353 -1.0 0.0 -1.4
C -2.073952 1.870307 -3.923431 0.3 0.2 0.1
C -2.987055 2.896958 -4.105527 0.0 0.0 0.1
C -3.240842 3.363100 -5.385654 0.0 0.0 0.0
C -2.584574 2.795754 -6.470237 0.0 0.0 -0.1
C -1.677894 1.761893 -6.278746 -0.1 0.1 0.0
C -1.411995 1.301062 -4.998232 0.2 -0.2 0.1
C -3.116057 0.118369 -2.281241 -0.1 0.1 0.3
C -4.095876 0.238139 -1.306642 0.1 0.1 0.1
C -5.149086 -0.666380 -1.303870 -0.1 0.0 0.0
C -5.200219 -1.679911 -2.251500 0.1 0.0 0.0
C -4.218248 -1.780277 -3.228464 0.0 0.0 -0.1
C -3.177709 -0.867064 -3.255036 0.1 0.1 -0.1
H -3.503284 3.319000 -3.249572 0.0 0.0 0.0
H -3.946764 4.169745 -5.541148 0.0 0.0 0.0
H -2.785138 3.157611 -7.471700 0.0 0.0 0.0
H -1.181445 1.306356 -7.125325 0.0 0.0 0.0
H -0.711962 0.490056 -4.826944 0.0 0.0 0.0
H -4.022008 1.008810 -0.550162 0.0 0.0 0.1
H -5.920250 -0.584025 -0.546207 0.0 0.0 0.0
H -5.996647 -2.413479 -2.228508 0.0 0.0 0.0
H -4.223186 -2.587116 -3.950380 0.1 0.0 0.0
H -2.423203 -0.957458 -4.028074 0.0 -0.2 0.0
Cl 0.810044 5.332216 -0.204220 0.1 0.4 0.2
C 0.110231 3.856305 -0.895666 0.4 -0.6 0.3
Cl 0.655128 3.692392 -2.565883 -0.1 -0.1 -0.1
C 0.522407 2.656915 0.065927 0.1 0.8 0.0
O 0.139418 2.788047 1.212801 0.0 -0.1 -0.2
O 1.274971 1.746997 -0.431260 -0.7 1.4 0.0
H -0.965334 3.993111 -0.893545 0.0 -0.1 0.0
```
Forces are in eV/Å.

***

# C5H12N2O2

A 2-piece molecular cluster, C5H12N2O2 overall in a non-equilibrium geometry (ωB97M-V/def2-TZVPD, the Open Molecules 2025 dataset).

Computed properties:
charge: 0
E_tot: -12448.56580 eV
E_HOMO (alpha / beta): -8.87 / -7.84 eV

```
21
Properties=species:S:1:pos:R:3:forces:R:3
C -1.292589 0.208707 -1.245586 2.2 -0.6 1.5
C -0.794602 2.192616 0.164893 0.0 -0.8 1.0
C 1.611365 -2.238958 -1.131960 0.7 -0.6 1.5
C -0.237540 0.863125 -0.289551 -2.7 0.1 -3.2
C 0.068712 -0.042855 0.777876 2.5 0.2 1.3
N -0.818277 -0.658336 1.538306 -2.1 -0.5 -0.9
N 1.388036 -0.089929 1.241629 0.5 0.6 -1.1
O 1.604603 -0.741891 2.262422 0.2 -0.4 0.6
O 2.286646 0.491235 0.569688 -0.8 -0.4 0.8
H -2.117287 0.036735 -0.644668 -2.1 -0.4 1.1
H -0.933482 -0.763354 -1.530152 0.0 -0.3 -0.8
H -1.636209 0.822397 -2.016589 0.0 0.9 -1.4
H -1.729323 2.235939 0.714195 -0.2 -0.6 0.0
H -0.814002 2.926753 -0.575444 -0.1 0.9 -1.6
H -0.016654 2.457814 0.793230 1.2 1.5 1.9
H 1.277456 -2.367453 -0.088748 -0.2 0.1 -0.7
H 1.037492 -1.594157 -1.787780 0.5 -0.2 -0.1
H 2.658669 -2.596560 -1.223360 -1.0 0.6 -0.7
H 0.644699 1.080373 -0.855154 0.6 -0.1 -0.1
H -0.558915 -1.234264 2.301416 0.8 -0.3 0.6
H -1.628796 -0.987934 1.025338 -0.1 0.2 0.4
```
Forces are in eV/Å.

***

# C41H43Br2Cl2F4N3O4RbS2

C41H43Br2Cl2F4N3O4RbS2 as an isolated structure in a non-equilibrium geometry (ωB97M-V/def2-TZVPD, the Open Molecules 2025 dataset).

Computed properties:
charge: -1
E_tot: -254201.34024 eV
E_HOMO: -3.50 eV

```
102
Properties=species:S:1:pos:R:3:forces:R:3
Rb 0.807360 -1.020527 0.215212 -0.4 -0.1 0.3
C -1.901916 2.534373 1.034500 -0.3 -0.1 0.3
C -0.527542 2.428685 1.695283 1.0 -0.4 -0.1
N -0.294346 1.261134 2.566822 -0.3 -0.3 0.1
C -1.136412 1.330269 3.774659 0.7 0.7 0.3
C -1.943310 0.092379 4.134137 -0.7 -0.2 0.2
C 1.140788 1.079094 2.917123 -0.4 -0.1 -0.8
C 1.474485 -0.244900 3.639440 0.0 0.6 1.2
N 0.906223 -1.418784 3.020671 0.2 0.2 -0.2
C 1.033760 -2.588812 3.604785 -0.4 -0.8 0.6
C 0.355799 -3.744929 3.011715 0.6 0.5 0.4
F -0.277933 -3.495657 1.842951 -0.3 -0.2 -0.3
C 0.361879 -5.014728 3.544439 0.9 0.9 1.1
F -0.280866 -6.034464 2.929990 0.1 0.3 0.1
C 1.050805 -5.250368 4.762471 0.0 0.5 -0.2
C 1.716579 -4.166420 5.385009 -0.5 -0.7 -0.8
F 2.413281 -4.397115 6.529366 -0.2 0.0 -0.2
C 1.714013 -2.897577 4.848752 -0.6 -0.2 -1.1
F 2.392050 -1.884091 5.434161 0.4 -0.3 0.6
H -1.956498 3.415734 0.376983 0.2 -0.1 0.2
H -2.725398 2.639698 1.766913 0.4 -0.1 -0.2
H -2.124816 1.653209 0.421996 0.2 0.2 0.2
H -0.273781 3.338563 2.257984 -0.2 0.3 0.1
H 0.243976 2.360128 0.911728 -0.2 0.0 0.0
H -1.775341 2.225255 3.652900 0.0 -0.5 0.2
H -0.473204 1.570351 4.640737 -0.3 -0.1 -0.3
H -2.850110 -0.011569 3.510629 0.3 0.1 0.2
H -2.279104 0.153564 5.196122 0.2 0.0 -0.7
H -1.362268 -0.828003 4.003714 0.1 0.3 0.1
H 1.484494 1.936610 3.530160 0.0 -0.2 0.2
H 1.746899 1.147200 1.999868 -0.4 0.0 0.0
H 1.129160 -0.129989 4.708338 0.1 -0.1 -0.8
H 2.592429 -0.270596 3.729074 -0.6 0.0 -0.2
H 1.074942 -6.242588 5.185014 0.1 0.0 0.1
Cl 3.962204 -0.735449 -0.813808 -0.1 -0.1 0.3
C 3.626693 -2.471679 -0.821069 0.2 -1.0 0.2
Cl 3.111878 -3.210681 0.779714 0.5 0.6 -0.7
H 4.570209 -2.967091 -1.094570 -0.6 0.1 0.1
H 2.793789 -2.682478 -1.500968 0.3 0.2 0.1
O 0.997141 0.845030 -1.663164 -0.3 0.0 -0.3
S -0.269697 0.912059 -2.470965 0.5 0.5 1.3
C -0.313997 2.692796 -2.906573 -0.6 0.3 -0.8
C 1.005815 3.448020 -2.737492 0.4 -0.1 -0.2
C 0.994250 4.389920 -1.519303 -0.7 0.0 0.4
C 2.385358 4.814496 -1.056645 0.5 0.4 -0.2
S 3.184449 3.732976 0.203252 0.7 -0.4 -0.8
O 2.616586 2.355054 0.109204 0.0 0.6 0.0
C 2.670129 4.437026 1.738533 -0.5 0.6 0.3
C 3.402176 3.998307 2.839142 -0.3 0.0 -0.1
C 3.002064 4.374544 4.116779 0.1 0.0 -0.4
C 1.939400 5.245711 4.275945 -0.5 0.1 -0.7
C 1.242590 5.743377 3.163783 0.5 0.0 0.1
C 1.610162 5.340327 1.883900 0.4 -0.3 0.6
C 0.088209 0.133969 -4.009168 0.4 0.6 -0.3
C 1.361853 -0.365237 -4.246300 -0.4 0.1 -0.4
C 1.582017 -1.022915 -5.450052 -0.4 0.0 -0.4
C 0.564135 -1.095128 -6.408331 0.0 0.1 0.7
C -0.675958 -0.497296 -6.165291 0.1 -0.3 -0.1
C -0.936922 0.092289 -4.937957 0.6 -0.2 -0.5
H -1.098104 3.093155 -2.243217 0.3 -0.1 -0.1
H -0.737159 2.761996 -3.926537 0.3 0.0 0.4
H 1.216231 4.039322 -3.647452 -0.2 -0.1 0.3
H 1.852763 2.746018 -2.656104 -0.4 0.0 0.2
H 0.427985 3.964508 -0.657542 0.5 -0.1 -0.6
H 0.405224 5.280973 -1.800921 0.3 -0.1 0.1
H 2.418209 5.857754 -0.674176 0.1 -0.7 -0.2
H 3.111204 4.754203 -1.901406 -0.5 0.1 0.5
H 4.255905 3.344919 2.672728 -0.2 0.0 0.1
H 3.519902 3.979139 4.970405 0.2 0.0 0.3
H 1.621716 5.532519 5.256536 -0.1 0.1 0.4
H 0.438640 6.463249 3.298784 0.1 -0.2 0.0
H 1.113140 5.741917 1.018504 -0.3 -0.1 -0.1
H 2.134873 -0.199739 -3.515401 0.1 -0.2 0.3
H 2.532486 -1.491028 -5.671986 0.1 0.1 0.1
H 0.728867 -1.664336 -7.309426 0.0 0.1 -0.2
H -1.450807 -0.520404 -6.920034 0.0 -0.1 0.0
H -1.889584 0.543788 -4.713746 -0.2 0.0 0.0
Br -3.688724 1.031472 -2.230911 -0.1 -0.4 0.5
C -3.653981 -0.384026 -0.915758 -0.2 -1.9 1.5
C -4.696202 -1.359239 -0.948581 0.7 0.9 -0.3
C -4.667050 -2.401239 -0.031412 0.6 0.2 -0.1
C -3.618978 -2.457863 0.897861 -0.6 -0.2 -0.1
C -2.711319 -1.432268 0.924550 0.3 0.9 -0.7
N -2.707196 -0.436975 0.005383 -0.7 0.4 -0.5
H -5.454273 -1.251663 -1.710714 -0.2 -0.2 0.1
H -5.417411 -3.185063 -0.033029 0.0 0.2 -0.1
H -3.518438 -3.268428 1.610851 -0.1 0.1 -0.1
H -1.956671 -1.354152 1.705715 0.1 -0.1 -0.3
Br -3.944731 -6.083751 -5.784954 -0.8 -0.8 -0.8
C -2.826086 -4.989229 -4.813542 0.7 0.9 1.0
C -3.251931 -3.691629 -4.492089 0.4 -0.5 0.0
C -2.435461 -2.887956 -3.710823 -0.2 -0.2 -0.4
C -1.198568 -3.365067 -3.285946 -0.3 -0.9 -0.6
C -0.781259 -4.647368 -3.613845 -0.5 -0.5 -0.5
C -1.610004 -5.491319 -4.363672 0.2 0.5 0.1
C -0.323235 -2.539572 -2.460733 0.7 2.9 2.3
O 0.913436 -2.817859 -2.348727 -1.7 0.3 -0.1
O -0.944678 -1.533588 -1.876829 1.6 -2.4 -1.3
H -4.210680 -3.339256 -4.848792 0.0 0.0 0.0
H -2.756661 -1.880719 -3.466862 0.2 -0.1 0.2
H 0.189968 -4.988844 -3.276488 -0.1 0.1 0.0
H -1.302018 -6.505475 -4.601866 -0.1 0.2 0.0
```
Forces are in eV/Å.

***

# C4H4O2S

One molecule with the formula C4H4O2S in a non-equilibrium geometry (ωB97M-V/def2-TZVPD, the Open Molecules 2025 dataset).

Computed properties:
structure (SMILES): C=C1CSC(=O)O1
charge: 0
E_tot: -19141.01399 eV
E_HOMO: -9.55 eV

```
11
Properties=species:S:1:pos:R:3:forces:R:3
C -1.707034 -0.639806 -0.424291 1.8 4.9 1.3
C -0.524617 -0.190956 0.193741 -0.1 -0.6 -1.3
C 0.114957 1.253439 0.382607 -2.9 -0.6 -1.0
S 1.773971 1.119646 -0.228475 0.9 -1.3 -0.5
C 1.851299 -0.684073 -0.054645 -2.4 -0.9 1.7
O 2.715917 -1.487536 -0.118113 -0.4 1.1 -0.4
O 0.489021 -1.170134 0.433954 0.7 1.8 -1.0
H -1.743894 -1.659403 -0.353766 -0.6 -2.5 -0.5
H -2.602543 0.001763 -0.859460 2.3 -1.3 1.4
H -0.566436 1.773568 -0.420629 1.5 0.1 2.0
H 0.199357 1.683487 1.449082 -0.9 -0.7 -1.8
```
Forces are in eV/Å.